--- A ---
The following is a quantum chemistry calculation of a cluster of 2 separate species, C4H12N3O in total, from the OMol25 dataset.

E_LUMO in eV: -3.2788
Charge: +1
Molecular weight in g/mol: 118.16
Frontier orbital gap in eV: 8.96
HOMO in eV: -12.237

Bonds (Å) are listed after each position.
CARTESIAN COORDINATES (ANGSTROEM)
1 O 1.942 -1.576 0.315  C8 1.217
2 N 0.433 2.261 0.777  C6 1.418, H9 1.010, H18 1.021
3 N -1.370 0.251 -1.755  C7 1.461, H12 1.019, H13 1.062
4 N -0.799 -1.763 -0.067  C5 1.527, H11 1.003, H14 1.085, H16 1.013
5 C -0.233 -1.134 1.204  N4 1.527, C8 1.507, H17 1.069, H19 1.112
6 C -0.508 1.967 -0.241  N2 1.418, C7 1.342, H20 1.092
7 C -0.279 1.034 -1.179  N3 1.461, C6 1.342, H15 1.091
8 C 1.257 -0.941 1.096  O1 1.217, C5 1.507, H10 1.091
9 H 0.399 3.228 1.068  N2 1.010
10 H 1.692 -0.132 1.685  C8 1.091
11 H -0.135 -2.409 -0.451  N4 1.003
12 H -2.207 0.765 -1.484  N3 1.019
13 H -1.255 0.271 -2.810  N3 1.062
14 H -1.104 -1.061 -0.836  N4 1.085
15 H 0.710 0.646 -1.427  C7 1.091
16 H -1.609 -2.275 0.263  N4 1.013
17 H -0.727 -0.205 1.390  C5 1.069
18 H 1.341 2.058 0.356  N2 1.021
19 H -0.442 -1.875 2.006  C5 1.112
20 H -1.503 2.412 -0.168  C6 1.092



--- B ---
The following is a quantum chemistry calculation of a cluster of 2 separate species, C4H12N3O in total, from the OMol25 dataset.

E_LUMO in eV: -3.0128
Charge: +1
Molecular weight in g/mol: 118.16
Frontier orbital gap in eV: 10.25
HOMO in eV: -13.266

Bonds (Å) are listed after each position.
CARTESIAN COORDINATES (ANGSTROEM)
1 O -3.210 2.181 0.100  C7 1.193
2 N 1.793 -0.387 -0.915  C5 1.353, C6 1.452, H16 1.002
3 N -0.187 -1.540 -1.083  C5 1.284, H18 1.012
4 N -1.009 0.724 0.165  C8 1.472, H13 1.025, H19 1.056, H20 1.031
5 C 1.057 -1.511 -0.764  N2 1.353, N3 1.284, H14 1.090
6 C 3.200 -0.309 -0.566  N2 1.452, H9 1.086, H10 1.092, H15 1.087
7 C -3.117 1.508 1.081  O1 1.193, C8 1.507, H11 1.099
8 C -1.936 0.600 1.302  N4 1.472, C7 1.507, H12 1.093, H17 1.093
9 H 3.511 -1.233 -0.087  C6 1.086
10 H 3.793 -0.179 -1.474  C6 1.092
11 H -3.865 1.527 1.886  C7 1.099
12 H -2.258 -0.433 1.450  C8 1.093
13 H -0.014 0.728 0.410  N4 1.025
14 H 1.610 -2.347 -0.335  C5 1.090
15 H 3.481 0.529 0.065  C6 1.087
16 H 1.441 0.273 -1.581  N2 1.002
17 H -1.455 0.832 2.256  C8 1.093
18 H -0.568 -2.476 -1.061  N3 1.012
19 H -1.091 -0.090 -0.502  N4 1.056
20 H -1.176 1.602 -0.347  N4 1.031



Which structure is the least stable? The one labeled A.